{
  "formula": "C10H30FN6O6P2Ta",
  "method": "the ωB97M-V functional and the def2-TZVPD basis",
  "symbols": ["Ta", "C", "N", "C", "P", "O", "O", "P", "O", "N", "C", "C", "N", "C", "C", "N", "C", "C", "H", "H", "H", "H", "H", "H", "H", "H", "H", "H", "H", "H", "H", "H", "H", "H", "H", "H", "H", "H", "H", "H", "H", "H", "C", "O", "C", "O", "N", "N", "H", "H", "H", "H", "H", "H", "O", "F"],
  "xyz": [[-1.94334, 0.80744, 0.36836], [0.00369, 0.89186, -3.35552], [0.83254, 0.20864, -2.34477], [2.23029, 0.14119, -2.80871], [0.26050, -1.17451, -1.66416], [-1.09768, -1.07257, -1.05329], [1.36457, -1.43890, -0.47770], [1.08999, -0.84114, 0.98005], [-0.39194, -0.52034, 1.10821], [1.63439, -1.98355, 2.00131], [0.82990, -2.14704, 3.23576], [2.13369, -3.26972, 1.47550], [1.89690, 0.58372, 1.06375], [3.35215, 0.51367, 0.84577], [1.55541, 1.49169, 2.17287], [0.40481, -2.42798, -2.71289], [-0.87414, -2.94987, -3.23790], [1.38354, -3.49578, -2.44654], [0.46285, 1.85661, -3.56352], [-1.00581, 1.03900, -2.99597], [-0.02720, 0.32287, -4.29040], [2.57664, 1.15529, -2.99767], [2.30669, -0.43894, -3.73256], [2.87487, -0.30399, -2.05579], [0.59383, -1.17771, 3.67164], [1.42500, -2.70732, 3.95247], [-0.10002, -2.68182, 3.03630], [2.88638, -3.10447, 0.70980], [1.32784, -3.88768, 1.07357], [2.60285, -3.79800, 2.30201], [3.57695, -0.10176, -0.02218], [3.86903, 0.10363, 1.71719], [3.72007, 1.51960, 0.65440], [0.47585, 1.60587, 2.27061], [2.00433, 2.46132, 1.96565], [1.94442, 1.13363, 3.13063], [-1.51234, -2.13362, -3.56894], [-1.40909, -3.54224, -2.49305], [-0.64713, -3.57373, -4.09948], [2.36852, -3.07642, -2.25293], [1.45555, -4.11530, -3.33767], [1.08516, -4.12767, -1.60573], [-3.12507, 4.24495, 3.63805], [-3.82046, 4.32999, 2.35511], [-3.53704, 3.46082, 1.44921], [-2.69509, 2.53289, 1.61652], [-4.24280, 3.54489, 0.31775], [-3.89382, 2.55187, -0.58117], [-3.53440, 5.06090, 4.21981], [-2.05903, 4.37384, 3.47743], [-3.33812, 3.28400, 4.09613], [-4.92780, 4.26639, 0.13859], [-3.46671, 2.93658, -1.42073], [-4.69902, 2.03631, -0.92204], [-2.22676, 1.04144, -1.30340], [-1.95439, 0.59114, 2.30025]],
  "forces_ev_per_a": [[1.7, -1.4, 1.2], [0.0, -0.3, -0.1], [-0.1, 0.3, 0.2], [0.0, 0.0, 0.0], [-0.1, -0.2, -0.4], [-0.5, 0.0, -0.4], [-0.1, 0.1, -0.1], [0.2, 0.2, -0.3], [0.4, 1.4, 0.0], [-0.6, -0.3, -0.1], [0.1, 0.1, 0.1], [0.1, 0.0, 0.0], [0.0, 0.0, 0.0], [0.0, -0.1, 0.0], [0.0, 0.0, 0.0], [0.0, -0.4, 0.6], [0.0, 0.1, -0.1], [0.1, 0.1, -0.1], [0.0, 0.0, 0.0], [0.0, 0.0, 0.0], [0.0, 0.0, 0.0], [0.0, 0.0, 0.0], [0.0, 0.0, 0.0], [0.0, 0.0, 0.0], [0.0, 0.0, 0.0], [0.0, 0.0, 0.0], [0.0, 0.0, 0.0], [0.0, 0.0, 0.0], [0.0, 0.0, 0.0], [0.0, 0.0, 0.0], [0.0, 0.0, 0.0], [0.0, 0.0, 0.0], [0.0, 0.0, 0.0], [0.0, 0.0, 0.0], [0.0, 0.0, 0.0], [0.0, 0.0, 0.0], [0.0, 0.0, 0.0], [0.0, 0.0, 0.0], [0.0, 0.0, 0.0], [0.0, 0.0, 0.0], [0.0, 0.0, 0.0], [0.0, 0.0, 0.0], [0.0, 0.0, 0.0], [0.1, 0.1, 0.0], [-0.2, 0.0, 0.0], [0.7, 0.6, -1.2], [0.2, -0.2, 0.2], [-1.1, 0.1, -0.6], [0.0, 0.0, 0.0], [0.0, 0.0, 0.0], [0.0, 0.0, 0.0], [0.0, 0.0, 0.1], [0.3, 0.0, 0.2], [-0.4, 0.0, 0.2], [0.3, 0.7, -0.4], [-1.3, -1.1, 0.9]],
  "lowdin_charge": [2.153, -0.081, -0.287, -0.078, 0.526, -0.359, -0.254, 0.539, -0.416, -0.266, -0.060, -0.063, -0.288, -0.068, -0.074, -0.275, -0.074, -0.074, 0.096, 0.040, 0.100, 0.099, 0.100, 0.061, 0.085, 0.099, 0.098, 0.085, 0.093, 0.100, 0.069, 0.100, 0.100, 0.058, 0.098, 0.101, 0.084, 0.094, 0.097, 0.082, 0.098, 0.088, 0.046, 0.058, -0.514, -0.110, 0.071, -0.007, 0.111, 0.104, 0.110, 0.190, 0.118, 0.127, -0.464, -0.462],
  "spin_multiplicity": 1,
  "orbital_gap_ev": 5.44,
  "total_charge": 2,
  "molar_mass_g_mol": 592.28
}

***

{
  "formula": "C10H30KO5",
  "method": "the ωB97M-V functional and the def2-TZVPD basis",
  "symbols": ["K", "C", "C", "O", "H", "H", "H", "H", "H", "H", "C", "C", "O", "H", "H", "H", "H", "H", "H", "C", "C", "O", "H", "H", "H", "H", "H", "H", "C", "C", "O", "H", "H", "H", "H", "H", "H", "C", "C", "O", "H", "H", "H", "H", "H", "H"],
  "xyz": [[-0.74427, -0.48572, 0.35606], [0.66024, -5.12561, 2.11319], [0.41861, -3.67446, 2.23082], [-0.53594, -3.17532, 1.25986], [1.43626, -5.35030, 2.84490], [0.95750, -5.49935, 1.13336], [-0.26238, -5.63065, 2.39922], [1.36498, -3.13978, 2.14964], [-0.01436, -3.44094, 3.20350], [-0.16638, -3.47970, 0.42776], [-2.06679, 1.49643, 4.17602], [-1.75634, 1.61069, 2.67314], [-0.42675, 1.33683, 2.46733], [-1.35525, 2.08085, 4.75933], [-2.02485, 0.45840, 4.50591], [-3.03605, 1.88038, 4.49421], [-1.92344, 2.63931, 2.35356], [-2.39396, 0.98214, 2.05148], [0.07823, 1.94836, 3.00829], [3.67323, 2.00462, -0.87000], [2.89648, 0.70100, -1.16411], [1.76294, 0.50164, -0.31251], [3.03011, 2.88145, -0.79456], [4.42399, 2.17697, -1.64121], [4.13044, 1.91449, 0.11535], [3.58055, -0.13958, -1.04751], [2.52729, 0.70598, -2.18967], [2.05402, 0.10286, 0.51080], [0.03524, -0.83389, -3.38534], [-1.39886, -1.50960, -3.33268], [-1.71111, -1.83770, -1.97811], [0.18150, 0.11449, -2.86835], [0.27951, -0.64843, -4.43130], [0.81245, -1.56709, -3.16975], [-1.38296, -2.45640, -3.87251], [-2.18284, -0.82689, -3.66039], [-2.62101, -2.14171, -1.94255], [0.02851, 3.16633, -1.22496], [-1.44229, 2.93781, -1.56892], [-1.76349, 1.62313, -1.16456], [0.10721, 3.02595, -0.14691], [0.27213, 4.22051, -1.35710], [0.68940, 2.47487, -1.74764], [-1.67781, 3.08305, -2.62321], [-2.05935, 3.65897, -1.03294], [-2.45433, 1.23558, -1.70691]],
  "forces_ev_per_a": [[0.0, 0.1, -0.2], [-0.4, -0.9, 0.5], [-0.3, 1.1, -0.1], [0.6, 0.1, 0.2], [0.0, -0.4, -0.1], [0.1, 0.3, -0.1], [0.1, -0.3, 0.0], [0.1, 0.3, -0.1], [0.1, 0.0, 0.0], [-0.3, -0.1, -0.5], [-0.5, -0.2, -0.1], [-1.6, 1.4, 1.5], [1.8, -1.1, -0.9], [0.3, 0.0, -0.1], [0.2, 0.0, 0.0], [-0.2, 0.0, -0.4], [-0.5, 0.1, -0.1], [0.1, -0.2, 0.1], [0.2, -0.1, 0.0], [-0.6, -0.5, 0.4], [0.6, 0.7, 0.0], [-0.3, -0.1, 0.0], [-0.2, -0.1, -0.3], [0.1, 0.0, 0.1], [0.3, 0.0, -0.1], [0.0, -0.1, -0.2], [-0.1, -0.1, 0.1], [0.3, 0.2, 0.1], [-0.9, -1.1, -1.1], [1.5, 0.8, 0.6], [0.2, 0.2, 0.9], [-0.3, -0.3, 0.3], [-0.4, 0.3, -0.2], [-0.1, 0.0, 0.8], [0.0, 0.3, -0.5], [0.2, 0.0, -0.6], [-0.1, -0.2, 0.0], [-0.9, 0.4, 0.4], [0.5, 0.6, -0.2], [-0.2, -1.1, 0.4], [0.3, -0.4, 0.1], [0.2, -0.1, -0.5], [0.0, 0.3, 0.0], [0.2, -0.1, -0.2], [-0.1, 0.0, 0.2], [-0.1, 0.3, -0.1]],
  "lowdin_charge": [0.874, -0.086, -0.314, -0.146, 0.090, 0.086, 0.088, 0.109, 0.123, 0.070, -0.058, -0.352, -0.131, 0.079, 0.078, 0.080, 0.118, 0.097, 0.104, -0.062, -0.284, -0.167, 0.064, 0.082, 0.074, 0.116, 0.101, 0.075, -0.054, -0.250, -0.160, 0.050, 0.076, 0.077, 0.116, 0.110, 0.091, -0.063, -0.290, -0.150, 0.072, 0.087, 0.060, 0.119, 0.113, 0.086],
  "spin_multiplicity": 1,
  "orbital_gap_ev": 10.95,
  "e_above_lowest_ev": 0.490,
  "total_charge": 1,
  "molar_mass_g_mol": 269.44
}

***

{
  "formula": "C10H30KO9P",
  "method": "the ωB97M-V functional and the def2-TZVPD basis",
  "symbols": ["K", "P", "O", "O", "O", "O", "C", "C", "O", "H", "H", "H", "H", "H", "H", "C", "C", "O", "H", "H", "H", "H", "H", "H", "C", "C", "O", "H", "H", "H", "H", "H", "H", "C", "C", "O", "H", "H", "H", "H", "H", "H", "C", "C", "O", "H", "H", "H", "H", "H", "H"],
  "xyz": [[-0.46754, 0.15091, -0.11252], [-2.51723, -2.04779, -0.85228], [-2.85213, -1.06143, 0.32416], [-1.23466, -2.85891, -0.46548], [-2.05957, -1.06188, -2.03126], [-3.67908, -2.90904, -1.25917], [2.85974, -2.68113, 1.79917], [1.65806, -3.19755, 1.02988], [1.08274, -2.16721, 0.29969], [2.57181, -1.89661, 2.50533], [3.64169, -2.27704, 1.14906], [3.31613, -3.49167, 2.38331], [0.92313, -3.61521, 1.73727], [1.95676, -4.03214, 0.37441], [0.12792, -2.43772, -0.03021], [1.58480, 0.82217, -4.13970], [0.26424, 0.50723, -3.44774], [0.27419, -0.83628, -3.05032], [1.57220, 1.82938, -4.57462], [1.77418, 0.10616, -4.94268], [2.41627, 0.75910, -3.43234], [-0.57736, 0.71162, -4.12412], [0.14851, 1.16068, -2.56961], [-0.66029, -1.01898, -2.62903], [4.08776, 1.21184, 0.48162], [2.64451, 1.15124, 0.92950], [1.79069, 1.91015, 0.06939], [4.69993, 0.45824, 0.97989], [4.53263, 2.19128, 0.69464], [4.13890, 1.05017, -0.59601], [2.53721, 1.51637, 1.95695], [2.27469, 0.12661, 0.87159], [2.11653, 2.81314, 0.02255], [-3.49983, 3.36840, -1.02815], [-3.52397, 1.85068, -1.10433], [-2.59959, 1.41489, -2.07157], [-2.52096, 3.72637, -0.68571], [-4.24721, 3.73001, -0.31504], [-3.67706, 3.80686, -2.01275], [-4.54821, 1.53512, -1.37254], [-3.33615, 1.40132, -0.12168], [-2.52940, 0.37353, -2.02580], [-0.46490, 0.09121, 4.16934], [-1.54954, -0.57624, 3.34830], [-1.86564, 0.24693, 2.25162], [0.42604, 0.21023, 3.54994], [-0.22611, -0.49560, 5.06242], [-0.79179, 1.07833, 4.50668], [-2.44770, -0.74735, 3.96113], [-1.19839, -1.55059, 2.98519], [-2.34696, -0.34981, 1.55163]],
  "forces_ev_per_a": [[-0.2, -0.3, -0.3], [0.4, 0.1, 0.1], [0.1, 0.2, 0.4], [0.3, 0.3, 0.2], [0.1, 0.2, 0.0], [-0.1, -0.1, 0.0], [0.3, -0.2, 0.3], [-0.4, 0.0, 0.0], [0.3, 0.5, 0.1], [-0.1, 0.0, -0.1], [-0.2, 0.0, -0.1], [0.0, 0.0, 0.0], [0.1, 0.0, 0.0], [0.1, 0.0, 0.0], [-0.6, -0.4, -0.3], [0.0, 0.2, 0.0], [0.2, -0.4, 0.0], [-0.2, 0.2, 0.2], [0.0, 0.0, 0.1], [-0.1, 0.0, 0.0], [0.0, 0.0, 0.0], [0.0, 0.1, 0.1], [-0.1, 0.3, -0.2], [0.1, -0.3, -0.2], [0.2, 0.2, -0.1], [-0.2, 0.0, -0.1], [0.0, 0.0, 0.0], [-0.1, 0.0, 0.0], [0.0, 0.0, 0.0], [0.0, -0.1, 0.0], [0.0, -0.1, 0.1], [0.0, 0.0, 0.1], [0.0, 0.0, 0.0], [0.3, 0.0, 0.2], [-0.2, -0.1, -0.3], [-0.1, 0.0, 0.4], [0.0, -0.1, 0.0], [-0.1, 0.0, -0.1], [-0.1, 0.0, 0.0], [0.1, 0.0, 0.0], [0.1, 0.0, 0.0], [0.2, 0.0, -0.2], [-0.1, 0.0, 0.2], [-0.1, 0.2, -0.4], [0.0, -0.2, 0.3], [0.1, 0.0, 0.1], [0.1, 0.0, -0.1], [0.0, 0.0, -0.1], [0.1, -0.1, 0.1], [0.0, -0.1, 0.1], [-0.1, -0.1, -0.5]],
  "lowdin_charge": [0.817, 0.013, -0.459, -0.410, -0.453, -0.431, -0.113, -0.373, -0.197, 0.059, 0.060, 0.059, 0.113, 0.108, -0.001, -0.106, -0.384, -0.141, 0.057, 0.062, 0.056, 0.114, 0.076, 0.020, -0.085, -0.310, -0.121, 0.068, 0.066, 0.078, 0.112, 0.086, 0.083, -0.115, -0.366, -0.163, 0.059, 0.057, 0.058, 0.112, 0.093, 0.019, -0.104, -0.356, -0.210, 0.056, 0.061, 0.063, 0.105, 0.117, -0.007],
  "spin_multiplicity": 1,
  "orbital_gap_ev": 4.44,
  "e_above_lowest_ev": 0.000,
  "total_charge": -2,
  "molar_mass_g_mol": 364.41
}

***

{
  "formula": "C10H30O10",
  "method": "the ωB97M-V functional and the def2-TZVPD basis",
  "symbols": ["C", "C", "O", "O", "H", "H", "H", "H", "H", "H", "C", "C", "O", "O", "H", "H", "H", "H", "H", "H", "C", "C", "O", "O", "H", "H", "H", "H", "H", "H", "C", "C", "O", "O", "H", "H", "H", "H", "H", "H", "C", "C", "O", "O", "H", "H", "H", "H", "H", "H"],
  "xyz": [[-1.07972, 2.50450, 0.51107], [-2.24237, 3.45241, 0.65609], [-3.49666, 2.79377, 0.65835], [-0.80626, 2.29873, -0.87744], [-1.31000, 1.56259, 1.01742], [-0.19555, 2.93225, 1.00023], [-2.17526, 4.22714, -0.11344], [-2.17538, 3.95448, 1.62482], [-3.74090, 2.57820, -0.24624], [-0.51047, 1.39938, -1.04109], [1.79137, -0.09670, 0.18336], [2.17666, -0.62703, -1.17508], [1.45828, -1.81636, -1.45610], [1.80025, -1.11499, 1.14326], [0.77873, 0.32241, 0.04763], [2.36103, 0.80087, 0.46807], [3.24488, -0.81949, -1.32536], [1.89903, 0.14703, -1.90001], [1.16081, -2.18538, -0.61407], [1.17547, -0.86421, 1.83344], [2.41892, -1.70339, 4.61203], [1.12192, -0.98422, 4.83682], [0.91792, 0.13111, 3.96866], [3.50288, -0.78132, 4.82779], [2.52101, -2.08258, 3.59349], [2.47753, -2.49705, 5.36114], [1.08617, -0.62333, 5.86994], [0.28845, -1.66282, 4.65572], [1.59181, 0.78548, 4.18129], [4.21114, -1.25541, 5.26888], [-3.32891, -2.35818, 0.50688], [-2.09129, -2.63584, 1.33881], [-0.92612, -2.14541, 0.69840], [-3.57774, -0.96973, 0.35936], [-4.17686, -2.90803, 0.93145], [-3.15645, -2.72440, -0.50675], [-1.99384, -3.71923, 1.42295], [-2.18661, -2.15433, 2.32073], [-1.17153, -1.34455, 0.22054], [-3.78561, -0.59996, 1.22388], [0.72246, 0.31165, -5.27535], [1.12515, 1.40876, -6.20431], [-0.02783, 2.01949, -6.79793], [0.27048, 0.82803, -4.02580], [1.58254, -0.32757, -5.06018], [-0.06032, -0.27552, -5.75882], [1.73283, 0.97482, -7.00154], [1.68775, 2.16919, -5.66278], [-0.20104, 2.82695, -6.30812], [-0.68870, 0.84778, -3.99209]],
  "forces_ev_per_a": [[0.4, -0.1, -0.2], [0.0, 0.1, 0.4], [-0.2, 0.0, -0.2], [-0.3, 0.1, 0.0], [-0.1, 0.0, 0.0], [0.0, 0.0, -0.1], [-0.1, -0.1, -0.1], [0.0, -0.1, 0.0], [0.1, -0.1, 0.0], [0.1, 0.0, 0.0], [-0.5, 1.0, -0.4], [0.1, -0.2, -0.3], [-0.2, 0.2, -0.2], [0.2, 0.0, 0.2], [-0.1, -0.4, 0.2], [0.4, -0.4, 0.0], [0.1, 0.0, 0.4], [0.0, -0.2, -0.1], [0.1, 0.0, 0.1], [0.1, -0.1, 0.2], [0.7, 0.3, 0.1], [-0.3, 0.5, 0.0], [0.0, -0.2, -0.2], [-0.3, 0.0, 0.1], [-0.3, -0.2, 0.0], [-0.1, -0.3, -0.2], [-0.1, -0.2, 0.1], [0.0, 0.0, 0.1], [0.1, 0.0, -0.1], [0.1, 0.1, -0.1], [0.1, -0.2, 0.0], [-0.2, 0.3, -0.5], [0.1, -0.1, 0.0], [0.0, 0.0, 0.1], [-0.1, 0.2, 0.0], [0.0, -0.1, 0.0], [0.1, 0.0, 0.3], [-0.1, -0.3, 0.1], [0.0, 0.0, 0.0], [0.0, 0.1, 0.0], [-0.1, -0.2, 0.5], [-0.3, 0.3, -0.4], [0.2, 0.0, 0.1], [0.0, 0.1, 0.2], [-0.1, -0.1, 0.0], [0.1, -0.2, 0.0], [0.0, 0.2, -0.1], [0.3, -0.1, 0.0], [-0.1, 0.0, 0.0], [0.0, 0.0, -0.2]],
  "lowdin_charge": [-0.247, -0.253, -0.063, -0.070, 0.116, 0.116, 0.124, 0.119, 0.087, 0.054, -0.256, -0.241, -0.063, -0.059, 0.090, 0.129, 0.118, 0.105, 0.057, 0.061, -0.233, -0.243, -0.071, -0.069, 0.113, 0.122, 0.122, 0.120, 0.088, 0.080, -0.251, -0.237, -0.070, -0.065, 0.120, 0.127, 0.123, 0.119, 0.076, 0.090, -0.247, -0.249, -0.068, -0.073, 0.121, 0.125, 0.118, 0.122, 0.080, 0.084],
  "spin_multiplicity": 1,
  "smiles": "OCCO.OCCO.OCCO.OCCO.OCCO",
  "orbital_gap_ev": 10.33,
  "e_above_lowest_ev": 0.563,
  "molar_mass_g_mol": 310.34
}

***

| no. | LUMO energy (eV) | total energy (Ha) |
| --- | --- | --- |
| 1 | -9.295 | -2018.1954 |
| 2 | -2.502 | -1374.9406 |
| 3 | 3.861 | -2017.6377 |
| 4 | 0.585 | -1151.3101 |